Molecular formula: C50H47F5N8O6PSZr
Method: DFT, wB97M-V/def2-TZVPD

```
119
Properties=species:S:1:pos:R:3:forces:R:3:lowdin_charge:R:1
Zr -0.0008 -0.8448 -0.5564 0.1075 0.0060 0.0665 1.5853
N -0.7790 1.2521 0.3270 -0.3351 -0.1565 -0.2430 -0.0477
N -1.9893 1.6233 -0.3419 0.1146 0.0614 0.1553 0.0554
C -2.1506 1.0208 -1.6020 -0.0292 0.4252 0.2557 -0.6624
O -2.7883 1.5387 -2.4774 -0.0379 -0.0985 -0.0716 0.1186
O -1.5392 -0.1403 -1.6532 0.3514 -0.5907 -0.1420 -0.2380
H -0.9791 1.2080 1.3253 0.0870 0.0713 -0.1718 0.0764
H -0.1441 2.0612 0.1511 0.4126 -0.1965 0.5735 0.0428
H -2.1291 2.6312 -0.3378 -0.0038 -0.1208 -0.1216 0.0878
C -3.5971 -2.2103 3.2408 0.0487 0.0435 -0.0411 -0.0549
C -2.5481 -1.9602 2.1495 -0.1149 0.0265 0.0452 -0.3800
C -3.2495 -1.2789 0.9839 0.0307 0.0195 0.1016 -0.0614
C -1.3800 -1.1157 2.6753 -0.0477 -0.0311 0.1380 -0.2484
C -0.9182 -1.5336 4.0782 -0.0605 0.0297 -0.0993 -0.0559
O 0.5023 -1.6736 3.9569 0.0460 0.0227 0.0356 0.0299
C 0.8309 -1.5588 2.6703 -0.3110 0.0736 0.0250 -0.3129
N -0.1245 -1.2275 1.8616 0.1866 -0.1071 -0.1158 0.0538
C 2.2733 -1.8421 2.4898 0.1962 -0.0215 0.0255 -0.1414
C 2.7993 -2.7983 3.3616 -0.0163 -0.0292 0.0131 0.0022
C 4.1582 -3.0499 3.4112 0.0265 -0.0177 0.0140 -0.0391
C 5.0254 -2.3003 2.6340 -0.0617 0.0330 -0.0133 -0.0361
C 4.5118 -1.3495 1.7664 0.0064 0.0002 0.1003 -0.0763
C 3.1406 -1.1402 1.6489 0.0962 0.0559 -0.0108 -0.2889
P 2.5474 0.0720 0.4304 -0.4051 0.0741 -0.1274 1.0758
C 3.7111 -0.0105 -0.9542 0.0965 -0.0024 -0.0194 -0.3934
C 4.3928 -1.1930 -1.2396 -0.0606 0.0655 -0.0755 -0.1142
C 5.1240 -1.3099 -2.4103 0.0046 -0.0513 -0.0231 -0.0592
C 5.1709 -0.2609 -3.3142 -0.0047 0.0005 -0.0181 -0.0587
C 4.4827 0.9132 -3.0447 0.0030 0.0561 -0.0119 -0.0598
C 3.7535 1.0399 -1.8740 0.0053 -0.0836 0.0703 -0.1231
C 2.8016 1.6451 1.3161 0.0052 -0.0525 0.0447 -0.3434
C 3.8496 2.5267 1.0699 0.0528 -0.1233 -0.0583 -0.0816
C 3.9840 3.6784 1.8336 -0.0271 0.0107 0.0173 -0.0632
C 3.0894 3.9463 2.8590 0.0410 0.0052 -0.0337 -0.0645
C 2.0626 3.0535 3.1312 -0.0667 -0.0348 0.0390 -0.0739
C 1.9157 1.9131 2.3604 0.0474 0.0445 -0.0339 -0.1159
H -4.4801 -2.6633 2.7907 -0.0018 0.0032 0.0005 0.0901
H -3.9124 -1.2647 3.6912 -0.0192 -0.0200 0.0160 0.0961
H -3.2644 -2.8789 4.0331 0.0062 0.0106 0.0056 0.0737
H -2.1295 -2.9201 1.8331 0.0098 -0.0110 -0.0349 0.1182
H -3.7654 -0.3802 1.3328 0.0434 0.0323 -0.0097 0.0992
H -3.9869 -1.9425 0.5383 -0.0053 0.0179 -0.0355 0.0892
H -2.5822 -0.9878 0.1760 -0.0397 -0.0295 -0.0173 0.0243
H -1.7040 -0.0686 2.6868 0.0104 0.0309 -0.0157 0.1373
H -1.3143 -2.4977 4.3858 0.0148 -0.0239 -0.0139 0.1252
H -1.1267 -0.7959 4.8485 0.0169 -0.0045 0.0198 0.1421
H 2.1359 -3.3445 4.0163 -0.0008 0.0148 -0.0138 0.1262
H 4.5372 -3.8082 4.0828 0.0045 0.0019 -0.0036 0.1168
H 6.0941 -2.4527 2.6996 0.0055 0.0040 -0.0046 0.1178
H 5.1878 -0.7678 1.1539 0.0144 0.0020 0.0624 0.1136
H 4.3339 -2.0337 -0.5626 -0.0157 -0.0167 -0.1003 0.1029
H 5.6457 -2.2333 -2.6244 0.0005 0.0008 0.0035 0.1136
H 5.7336 -0.3611 -4.2327 0.0055 0.0073 0.0031 0.1125
H 4.5088 1.7319 -3.7521 -0.0061 0.0065 0.0019 0.1138
H 3.1951 1.9499 -1.6918 0.0384 0.0120 0.0307 0.0883
H 4.5771 2.3080 0.2968 -0.0610 0.0352 -0.0017 0.1049
H 4.7982 4.3622 1.6325 0.0024 -0.0059 -0.0034 0.1129
H 3.1998 4.8430 3.4543 0.0011 -0.0002 0.0007 0.1116
H 1.3747 3.2510 3.9435 -0.0048 -0.0046 -0.0075 0.1111
H 1.1086 1.2189 2.5753 -0.0092 0.0120 0.0111 0.0886
F -0.0210 3.2747 -6.1305 0.0337 -0.1542 0.1200 0.1427
C 0.2363 2.2193 -5.3614 -0.0161 0.1026 -0.0767 -0.1237
C 0.3622 2.3680 -3.9912 -0.0238 0.1797 0.1761 -0.1361
F 0.2269 3.5672 -3.4167 -0.0037 -0.0921 -0.0802 0.1256
C 0.6292 1.2576 -3.2227 0.0123 -0.1171 0.0814 -0.2254
F 0.7370 1.4252 -1.8613 -0.0077 0.0256 -0.2982 -0.0261
C 0.7788 -0.0171 -3.7388 -0.0264 0.1942 -0.1106 -0.4845
S 1.2022 -1.3797 -2.7314 0.0078 -0.0141 0.3436 0.7481
C 0.6467 -0.1360 -5.1178 0.0367 -0.0961 0.0435 -0.2191
F 0.7883 -1.3323 -5.6905 -0.0227 0.1320 0.0033 0.1024
C 0.3806 0.9600 -5.9212 -0.0197 -0.0308 -0.2210 -0.1248
F 0.2653 0.8103 -7.2395 0.0086 0.0212 0.1854 0.1406
C 1.3232 5.8086 -0.5197 0.0059 0.0247 -0.0233 -0.0297
C 1.3013 4.4276 -0.4614 -0.0048 0.0142 0.0682 -0.1262
N 0.4216 3.7549 0.2809 -0.0883 0.1749 -0.2929 0.0515
C -0.4979 4.4463 0.9444 0.0268 -0.0326 -0.0218 -0.1004
C -0.6006 5.8301 0.9144 0.0429 -0.0185 -0.0866 -0.1944
C 0.3658 6.5184 0.1863 -0.0541 -0.0447 -0.0016 0.0051
C -1.6515 6.5510 1.6452 -0.0432 0.0895 0.0640 -0.0335
C -2.9528 6.2769 1.7585 0.0751 -0.0028 0.0041 -0.0242
C -3.7842 5.2483 1.1062 -0.1826 -0.0841 -0.0698 -0.2668
C -5.0680 5.0254 1.5966 0.0516 0.0579 0.0027 -0.0047
C -5.8608 4.1091 0.9275 0.0150 0.0042 0.0109 -0.1153
N -5.4471 3.4783 -0.1647 -0.0475 0.0016 -0.0050 0.1005
C -4.2148 3.7686 -0.5697 -0.1769 0.0347 -0.1127 -0.1941
N -3.3559 4.5954 0.0163 0.1383 0.0659 0.0818 0.1298
H 2.0644 6.3154 -1.1215 -0.0001 0.0066 0.0079 0.1139
H 2.0108 3.8332 -1.0235 0.0103 0.0103 0.0037 0.0968
H -1.2081 3.8700 1.5306 0.0141 0.0226 0.0369 0.1195
H 0.3436 7.6005 0.1461 0.0083 0.0034 0.0125 0.1258
H -1.3036 7.4417 2.1595 -0.0178 -0.0010 0.0233 0.1175
H -3.5279 6.9411 2.3942 0.0112 -0.0004 0.0196 0.1105
H -5.4353 5.5591 2.4625 -0.0023 -0.0075 0.0003 0.1125
H -6.8649 3.8816 1.2673 -0.0025 0.0117 0.0239 0.1132
H -3.8810 3.2753 -1.4783 -0.0119 0.0194 0.0565 0.0983
C -0.5598 -4.8903 -3.5970 -0.0586 0.0041 -0.0119 -0.0624
C -1.7312 -5.4687 -2.8115 0.0379 0.1331 -0.1514 -0.1534
C -1.6686 -5.1955 -1.2898 -0.0768 -0.1127 -0.0096 -0.3013
C -2.8259 -5.9538 -0.6126 0.0178 0.0729 0.1107 -0.1634
C -2.9487 -5.6880 0.8832 0.0362 -0.0385 -0.0454 -0.0610
C -0.3506 -5.7546 -0.7945 0.0106 0.1119 0.1488 -0.3928
O -0.1010 -6.9258 -0.7203 0.0142 -0.0885 -0.0491 0.1472
N 0.6331 -4.8184 -0.4469 0.1297 0.0590 0.0816 0.2464
C 0.4158 -3.4838 -0.3806 0.0730 -0.3366 -0.1027 -0.5774
O 1.3471 -2.6780 -0.1075 0.0089 0.0239 -0.0614 -0.1579
N -0.7782 -2.9421 -0.6043 -0.3420 0.3172 -0.1019 0.0413
C -1.8498 -3.6891 -1.0932 -0.0470 -0.0811 0.1310 -0.4114
O -2.8992 -3.1623 -1.3569 0.0269 -0.0117 -0.0429 0.1261
H -0.7010 -5.0621 -4.6633 0.0074 0.0029 0.0016 0.0856
H 0.3881 -5.3553 -3.3171 0.0022 0.0139 -0.0032 0.0823
H -0.4733 -3.8100 -3.4513 0.0309 -0.0161 -0.0168 0.0514
H -1.7998 -6.5479 -2.9510 0.0398 -0.0148 0.0207 0.1296
H -2.6663 -5.0250 -3.1563 -0.0125 -0.0444 -0.0148 0.1279
H -2.6637 -7.0155 -0.7965 0.0084 0.0003 -0.0044 0.1243
H -3.7468 -5.6621 -1.1169 0.0142 0.0095 -0.0285 0.1276
H -2.0166 -5.9118 1.4105 -0.0129 0.0045 -0.0001 0.0838
H -3.7271 -6.3123 1.3203 0.0051 -0.0011 0.0020 0.0840
H -3.2199 -4.6483 1.0717 -0.0040 0.0300 0.0171 0.0558
H 1.5594 -5.1622 -0.2273 -0.0503 -0.0216 -0.0212 0.1789
```
Forces are in eV/Å.

Results
* lowest unoccupied orbital energy: -2.885 eV
* charge: +1
* E_HOMO: -10.51 eV
* gap between HOMO and LUMO: 7.62 eV
* max |F|: 0.73 eV/Å
* energy above the lowest of the compared OMol25 structures with the same formula, charge and spin: 0.0 kJ/mol